1.
The molecule C5H8N2S at a distorted geometry. Source: the OMol25 dataset; level of theory: ωB97M-V/def2-TZVPD.

CARTESIAN COORDINATES (ANGSTROEM)
S (1.2426, 0.5971, -2.2594)
N (-1.6647, 0.7143, -0.6566)
N (-0.4800, 0.2475, -0.1879)
C (-0.6143, -0.4450, 1.0994)
C (0.8121, -0.7764, 1.5058)
C (-1.7122, 1.5902, -1.5816)
C (0.7187, 0.0588, -0.7675)
C (1.5376, -0.8210, 0.1468)
H (0.7745, -1.7448, 2.0140)
H (-1.1199, 0.2685, 1.7564)
H (2.6048, -0.4719, 0.0917)
H (1.2335, 0.0259, 2.1829)
H (1.4641, -1.8227, -0.2754)
H (-0.8630, 1.9457, -2.1684)
H (-2.7142, 1.9257, -1.8680)
H (-1.2197, -1.2919, 0.9679)

ΔE to the lowest compared entry with this formula, charge and spin in kcal/mol: 38.6
Kohn-Sham gap in eV: 8.7
E in eV: -19128.74750
SMILES: C=NN1CCCC1=S

Atomic partial charges in e from the Löwdin method, atoms 1 to 2: number 1, S, carries 0.631; number 2, N, carries 0.023

2.
The molecule C5H8N2S at a distorted geometry. Source: the OMol25 dataset; level of theory: ωB97M-V/def2-TZVPD.

CARTESIAN COORDINATES (ANGSTROEM)
S (-1.1204, -4.0096, 1.1035)
N (0.2060, 0.3126, -0.9630)
N (0.0324, 1.6915, -1.1158)
C (0.4333, -0.2439, 0.3445)
C (-0.5509, -2.6142, 0.1842)
C (-1.0727, 2.2432, -1.7661)
C (1.1396, 0.6129, 1.3346)
C (0.3454, -1.5483, 0.7433)
H (2.3486, 0.6809, 1.0591)
H (-1.0323, 3.3879, -1.9125)
H (-0.4379, -0.3025, -1.6607)
H (0.6205, 1.7053, 1.2328)
H (0.6385, -1.4722, 1.9062)
H (-1.7455, 1.4397, -2.2717)
H (0.9889, 0.2944, 2.5870)
H (-0.7936, -2.1778, -0.8055)

ΔE to the lowest compared entry with this formula, charge and spin in kcal/mol: 143.5
Kohn-Sham gap in eV: 7.5
E in eV: -19124.20017
SMILES: C=NN/C(C)=C\C=S

Atomic partial charges in e from the Löwdin method, atoms 1 to 2: number 1, S, carries 0.495; number 2, N, carries -0.040

3.
A structure of composition C5H8N3OP at a distorted geometry. Source: the OMol25 dataset; level of theory: ωB97M-V/def2-TZVPD.

CARTESIAN COORDINATES (ANGSTROEM)
P (-0.3651, -0.0637, -2.0280)
O (-1.9120, 0.5011, -0.1302)
N (-1.6020, -0.5280, -0.8717)
N (1.0115, -0.7784, 0.1873)
N (-0.1374, -2.6780, 0.4752)
C (0.1286, 1.4970, -1.1780)
C (-0.0974, -1.4449, 0.0191)
C (1.1077, -2.8441, 1.0482)
C (-1.1180, 1.7732, -0.3094)
C (1.7919, -1.6466, 0.8954)
H (1.1194, 1.5065, -0.6077)
H (2.6975, -1.2769, 1.2291)
H (-0.9443, -3.3827, 0.5956)
H (-1.8535, 2.3583, -0.9013)
H (-0.7901, 2.0149, 0.6588)
H (0.1075, 2.2874, -1.8410)
H (-1.3051, 0.5784, -2.8531)
H (1.5249, -3.8740, 1.3924)

ΔE to the lowest compared entry with this formula, charge and spin in kcal/mol: 100.4
Kohn-Sham gap in eV: 9.3
E in eV: -21116.00723

Atomic partial charges in e from the Löwdin method, atoms 1 to 2: number 1, P, carries 0.878; number 2, O, carries -0.250

4.
The molecule C5H8N4 at a distorted geometry. Source: the OMol25 dataset; level of theory: ωB97M-V/def2-TZVPD.

CARTESIAN COORDINATES (ANGSTROEM)
N (2.1170, 0.4907, -0.1992)
N (-2.4383, -1.4482, 0.0268)
N (2.0268, -0.8533, 0.3569)
N (-1.5947, 1.0033, -0.2368)
C (-0.3130, 1.4802, 0.2792)
C (-1.4866, -0.5095, -0.3529)
C (0.6678, 0.7012, -0.4420)
C (0.0035, -0.8238, -0.5534)
C (0.8976, -1.6152, -0.1401)
H (2.0817, -1.0031, 1.3547)
H (-3.3564, -0.8947, 0.1554)
H (-0.5686, 2.7508, 0.3803)
H (0.9320, -2.7691, 0.0356)
H (-2.4077, 1.1303, 0.6334)
H (-0.1476, 1.0407, 1.3893)
H (2.7034, 0.2527, -1.2904)
H (0.8830, 1.0671, -1.3969)

ΔE to the lowest compared entry with this formula, charge and spin in kcal/mol: 149.8
Kohn-Sham gap in eV: 8.9
E in eV: -11268.05464
SMILES: [H]/N=C1\NC[C@H]2NNC=C12

Atomic partial charges in e from the Löwdin method, atoms 1 to 2: number 1, N, carries -0.020; number 2, N, carries 0.063

5.
A structure of composition C5H8N4O11Pb at a distorted geometry. Source: the OMol25 dataset; level of theory: ωB97M-V/def2-TZVPD.

CARTESIAN COORDINATES (ANGSTROEM)
Pb (-0.3210, 0.5468, -2.3502)
O (-0.3781, -4.3395, -2.1342)
O (2.9056, 0.7557, -6.2907)
O (4.3166, 2.0740, -6.5625)
O (-0.9252, 4.2679, -5.2999)
O (-4.0304, 0.4082, 1.8654)
O (3.9500, 1.1700, -4.6480)
O (-0.1387, 5.1595, -3.5987)
O (2.6643, 0.9633, 2.7092)
O (0.2646, 5.6848, -5.6961)
O (-1.7693, -3.8658, -3.5786)
O (-0.8465, -5.8818, -3.5876)
N (3.1369, -1.1794, 3.2495)
N (-3.8118, -1.5441, 2.9654)
N (-4.8327, 0.0541, 3.9724)
N (3.0653, 0.2857, 4.7619)
C (2.8706, 0.0792, 3.5465)
C (-4.2103, -0.3354, 2.8286)
C (4.0146, 1.1172, -5.8432)
C (-1.0738, -4.7661, -3.0729)
C (-0.4482, 5.2302, -4.8119)
H (-3.9830, -1.9963, 3.8522)
H (3.0686, -1.6779, 2.3738)
H (3.5430, -0.4239, 5.2989)
H (-5.3529, 0.9136, 3.8687)
H (-4.7386, -0.3392, 4.8979)
H (2.8474, 1.2044, 5.1203)
H (-3.4247, -1.9759, 2.1385)
H (3.6377, -1.5889, 4.0252)

Kohn-Sham gap in eV: 1.5
E in eV: -39024.31642
Total charge: -4

Atomic partial charges in e from the Löwdin method, atoms 1 to 2: number 1, Pb, carries 0.148; number 2, O, carries -0.123

6.
The molecule C5H8N4O2 at a distorted geometry. Source: the OMol25 dataset; level of theory: ωB97M-V/def2-TZVPD.

CARTESIAN COORDINATES (ANGSTROEM)
O (1.9224, -1.9104, -0.6753)
O (1.8045, -1.0628, 1.4394)
N (1.2179, -1.3566, 0.1832)
N (-1.1224, 1.7111, -0.1249)
N (1.2147, 2.2467, 0.1513)
N (-1.8928, 0.5267, 0.0613)
C (0.0933, 1.8360, -0.0672)
C (2.5316, 2.1306, -0.3702)
C (-1.2294, -0.7228, 0.3393)
C (-2.2386, -1.7071, 0.9777)
C (0.0085, -1.0375, 0.1731)
H (-2.8303, 0.8364, 0.1912)
H (-1.6489, -2.5430, 1.4496)
H (2.8385, -1.1895, 1.4478)
H (-2.7597, -2.1224, 0.1053)
H (2.9171, 1.2210, 0.0337)
H (2.9808, 3.0015, 0.1360)
H (2.5040, 2.0795, -1.4707)
H (-2.8377, -1.2052, 1.6260)

ΔE to the lowest compared entry with this formula, charge and spin in kcal/mol: 209.9
Kohn-Sham gap in eV: 8.7
E in eV: -15362.11618
SMILES: CN=C=NNC(C)=C=[N+]([O-])O

Atomic partial charges in e from the Löwdin method, atoms 1 to 2: number 1, O, carries -0.024; number 2, O, carries 0.006

> Which formula does entry 6 have?

C5H8N4O2